1.
Formula: C25H75BrCl2NO19S
Source: OMol25
Level of theory: ωB97M-V/def2-TZVPD

The geometry in ORCA input format:
```
! RIJCOSX wB97M-V def2-TZVPD def2/J DEFGRID3
* xyz 1 1
Br -0.75 -4.24 -4.28
Cl 3.75 3.50 2.87
Cl 3.29 -0.13 -1.19
S -1.41 0.39 0.03
O 3.45 7.28 -0.44
O 0.80 1.37 -1.01
O 3.03 -3.90 -2.22
O -2.89 4.76 -3.29
O -4.25 6.22 5.74
O -5.16 0.18 0.00
O -0.51 -7.85 -4.47
O -5.13 3.49 4.85
O -4.22 0.44 -2.72
O -4.16 0.41 3.90
O 2.44 5.35 5.74
O -3.04 -9.68 0.59
O 3.05 8.56 -3.38
O -0.44 3.92 -5.58
O 0.92 4.59 -2.30
O -2.62 -0.65 2.59
O 2.72 7.05 2.92
O -1.26 -7.62 -0.69
O 0.41 -5.03 -7.50
N -0.12 -1.76 0.55
C -1.25 -1.14 0.77
C 2.22 1.63 1.67
C 1.11 -6.38 1.71
C 0.85 0.95 1.46
C -0.51 -2.45 -2.05
C 3.02 -1.50 1.11
C 2.21 4.38 -2.88
C 2.12 3.05 2.26
C -3.98 2.76 4.43
C 3.33 4.54 -1.83
C 0.81 -0.98 -0.32
C 0.57 -5.53 0.55
C -2.44 -1.59 1.56
C 2.34 -1.31 -0.25
C 4.12 -2.56 1.02
C -4.32 1.72 3.37
C 1.07 -4.06 0.55
C 0.14 3.43 -2.13
C -4.00 -0.54 2.92
C 0.51 0.52 0.02
C 0.14 -3.10 2.68
C 0.00 -3.13 1.14
C 0.42 -1.26 -1.82
C -0.98 -2.46 -3.52
C 0.52 2.76 -0.80
H 3.03 -4.51 -2.96
H 2.77 1.71 0.74
H -2.29 -9.07 0.57
H -4.53 5.40 5.32
H 2.55 4.76 4.98
H 0.25 2.74 -2.97
H 2.31 -1.71 1.91
H 4.17 5.09 -2.25
H -4.41 6.09 6.68
H 0.96 -5.98 -0.36
H 3.87 7.64 0.35
H 3.80 -3.46 0.50
H 2.99 6.16 2.67
H 1.46 3.04 3.12
H -0.01 -3.40 -1.89
H -3.54 2.23 5.27
H -4.39 -1.49 3.29
H -5.95 0.30 -0.54
H 4.01 8.54 -3.44
H -0.95 -3.62 0.95
H -0.05 -0.39 -2.28
H -0.41 -1.77 -4.14
H 3.69 3.55 -1.55
H -2.35 -2.60 1.97
H 2.79 7.95 -0.67
H 3.83 -3.37 -2.35
H 1.92 -4.03 1.21
H -0.65 -6.92 -4.30
H -2.04 -2.24 -3.58
H -0.51 -5.59 0.47
H -3.67 4.79 -2.74
H -0.59 -7.80 -1.36
H 0.08 1.65 1.78
H 2.81 7.64 -3.19
H 0.23 -5.05 -6.55
H 0.23 -5.92 -7.81
H 1.82 6.96 3.25
H 1.34 -3.82 -0.48
H 2.83 1.06 2.36
H 2.97 5.02 -0.93
H 0.79 0.10 2.14
H 1.32 -1.44 -2.39
H -3.69 1.15 -2.33
H -0.35 -2.22 3.10
H -1.41 -2.41 -1.45
H -4.59 -0.27 2.03
H -4.13 0.59 -3.67
H -0.24 2.95 -0.04
H 1.18 -3.10 3.00
H -3.22 3.44 4.06
H 2.34 5.15 -3.64
H 0.38 -6.47 2.51
H 1.31 -7.38 1.34
H 3.54 -0.59 1.38
H 4.46 -2.86 2.01
H -2.08 -7.53 -1.20
H 1.43 3.25 -0.47
H -1.07 4.62 -5.80
H -5.35 1.89 3.04
H -5.33 3.20 5.74
H -2.95 -10.18 -0.22
H -0.38 -3.96 3.09
H 3.17 5.97 5.67
H 4.97 -2.14 0.48
H -4.50 -0.10 -0.65
H -0.90 3.74 -2.09
H 2.46 -2.24 -0.79
H -2.28 5.39 -2.88
H 0.07 4.29 -4.86
H 2.30 3.41 -3.36
H -1.09 -8.07 -5.20
H 2.06 -6.00 2.08
H -3.67 1.85 2.50
H -3.29 -1.59 0.88
H 1.83 3.78 1.52
*
```

The calculation puts the HOMO-LUMO gap at 8.82 eV. For the LUMO energy, the calculation gives -3.672 eV. The value obtained for the molecular weight is 876.7 g/mol.


2.
Formula: C4H5FS2
Source: OMol25
Level of theory: ωB97M-V/def2-TZVPD

The geometry in ORCA input format:
```
! RIJCOSX wB97M-V def2-TZVPD def2/J DEFGRID3
* xyz 0 1
S 0.53 -1.62 -0.45
S 3.14 -0.39 -0.73
F -1.68 0.27 -1.51
C -1.89 -0.30 -0.31
C -1.04 -1.15 0.23
C 0.95 0.99 0.33
C 1.58 -0.21 -0.31
H -2.79 0.00 0.12
H 0.43 0.80 1.29
H 0.25 1.41 -0.36
H 1.75 1.75 0.47
H -1.21 -1.56 1.23
*
```

The calculation puts the HOMO-LUMO gap at 8.64 eV. Its SMILES is CC(=S)S/C=C\F. For the LUMO energy, the calculation gives -0.061 eV. The value obtained for the molecular weight is 136.2 g/mol. As for the energy above the lowest of the compared OMol25 structures with the same formula, charge and spin: 31.7 kJ/mol.


3.
Formula: C19H20Ge2MnNS5
Source: OMol25
Level of theory: ωB97M-V/def2-TZVPD

The geometry in ORCA input format:
```
! RIJCOSX wB97M-V def2-TZVPD def2/J DEFGRID3
* xyz 1 6
Ge 2.72 -0.02 -2.18
Ge 1.54 -1.90 -0.80
Mn 1.02 0.53 -0.16
S -0.32 -1.37 0.62
S 1.25 -3.59 5.74
S -0.05 -2.88 3.18
S 2.07 0.71 1.91
S 2.01 -1.15 4.24
N -1.47 2.48 0.23
C 3.47 1.49 -1.18
C 4.86 -2.62 1.65
C -0.49 -4.87 -3.83
C 1.36 -0.68 2.69
C -0.51 1.97 -0.13
C 4.13 -1.04 -3.01
C 0.37 -3.89 -4.30
C 3.32 -4.45 1.99
C 3.98 -2.07 0.72
C 0.42 -1.50 2.20
C 1.04 -2.58 4.49
C 0.68 -3.08 -2.04
C 4.52 -3.81 2.29
C -0.77 -4.96 -2.48
C 2.45 -3.90 1.06
C -0.20 -4.07 -1.58
C 2.78 -2.70 0.43
C 0.95 -3.00 -3.41
C 1.40 0.74 -3.40
H 3.73 -1.83 -3.65
H 1.52 -4.41 0.83
H 5.19 -4.23 3.02
H -2.30 2.95 0.54
H 4.13 1.17 -0.38
H 1.62 -2.24 -3.79
H 0.59 1.22 -2.86
H 3.06 -5.38 2.49
H 0.59 -3.82 -5.36
H -0.44 -4.14 -0.53
H 1.89 1.50 -4.01
H 5.79 -2.12 1.88
H 4.76 -1.50 -2.25
H 4.72 -0.35 -3.61
H 0.96 -0.02 -4.05
H 4.02 2.06 -1.92
H 4.24 -1.13 0.25
H -0.94 -5.57 -4.53
H -1.45 -5.72 -2.11
H 2.73 2.17 -0.75
*
```

The calculation puts the HOMO-LUMO gap (spin up / spin down) at 7.00 / 6.16 eV. For the LUMO energy (spin up / spin down), the calculation gives -3.169 / -4.039 eV. The value obtained for the molecular weight is 622.9 g/mol.


4.
Formula: C3H10NO2P
Source: OMol25
Level of theory: ωB97M-V/def2-TZVPD

The geometry in ORCA input format:
```
! RIJCOSX wB97M-V def2-TZVPD def2/J DEFGRID3
* xyz 0 1
P 0.75 0.62 -1.73
O 0.01 -2.80 1.24
O -0.48 -0.40 -1.47
N 0.21 1.82 -0.61
C 0.32 1.89 0.74
C -1.48 -0.76 -0.72
C 0.35 -1.99 2.39
H 1.09 2.59 1.24
H 1.50 -1.99 2.49
H -0.06 -0.98 2.19
H 0.56 0.93 1.17
H -1.84 0.08 -0.04
H -1.86 -1.75 -0.70
H -0.96 -2.89 1.21
H -0.73 2.21 1.02
H 0.13 2.70 -1.14
H -0.17 -2.30 3.27
*
```

The calculation puts the HOMO-LUMO gap (spin up / spin down) at 7.34 / 7.90 eV. For the LUMO energy (spin up / spin down), the calculation gives -0.022 / 0.646 eV. The value obtained for the molecular weight is 123.1 g/mol. As for the energy above the lowest of the compared OMol25 structures with the same formula, charge and spin: 651.0 kJ/mol.


5.
Formula: C15H12F5NO10STeTi
Source: OMol25
Level of theory: ωB97M-V/def2-TZVPD

The geometry in ORCA input format:
```
! RIJCOSX wB97M-V def2-TZVPD def2/J DEFGRID3
* xyz -2 3
Te 2.92 -1.14 -1.76
Ti 0.18 -0.34 0.10
S 0.66 0.68 -2.82
F 1.94 -2.77 -2.03
F 4.29 0.16 -1.32
F 4.02 -2.27 -0.73
F 4.04 -1.68 -3.25
F -0.69 -1.94 0.12
O -2.08 0.20 0.58
O 1.70 1.43 -2.13
O -3.16 -2.62 6.96
O -4.77 -2.01 5.66
O 1.90 -0.81 -0.11
O 1.31 -0.50 -3.50
O -0.24 0.02 -1.74
O -0.18 1.43 -3.71
O 0.16 -0.57 2.16
O 0.34 1.50 0.56
N -3.57 -2.16 5.90
C 1.07 2.33 1.25
C -2.61 -1.76 4.91
C -3.05 -1.21 3.72
C -1.24 -1.90 5.17
C -1.59 3.97 3.30
C -0.33 -1.51 4.24
C -0.97 3.15 2.38
C -2.68 -0.20 1.55
C -2.14 -0.82 2.75
C -0.85 4.87 4.08
C 0.54 4.92 3.90
C 1.17 4.11 2.99
C 2.55 2.34 1.02
C 0.44 3.19 2.19
C -0.72 -0.95 2.98
H 2.25 4.17 2.87
H 2.89 3.34 0.74
H -3.78 -0.09 1.57
H -1.55 2.47 1.77
H 1.13 5.61 4.50
H 3.09 2.04 1.92
H -1.34 5.50 4.81
H -2.66 3.92 3.42
H -4.11 -1.09 3.55
H -0.93 -2.32 6.11
H 0.74 -1.61 4.41
H 2.79 1.66 0.22
*
```

The calculation puts the HOMO-LUMO gap (spin up / spin down) at 4.77 / 7.19 eV. For the LUMO energy (spin up / spin down), the calculation gives 3.788 / 3.066 eV. The value obtained for the molecular weight is 668.8 g/mol. As for the energy above the lowest of the compared OMol25 structures with the same formula, charge and spin: 22.0 kJ/mol.


6.
Formula: C6H5NO
Source: OMol25
Level of theory: ωB97M-V/def2-TZVPD

The geometry in ORCA input format:
```
! RIJCOSX wB97M-V def2-TZVPD def2/J DEFGRID3
* xyz 0 1
O 0.10 -0.48 1.96
N -3.02 -0.65 0.64
C 0.82 1.03 -0.92
C -1.92 -0.36 0.70
C 0.22 -1.14 -0.34
C 0.99 -0.43 -1.18
C -0.40 -0.14 0.67
C -0.05 1.20 0.06
H -0.16 -2.19 -0.43
H -0.54 2.16 0.38
H 1.42 -0.87 -2.03
H 1.50 1.80 -1.44
H 1.03 0.07 1.94
*
```

The calculation puts the HOMO-LUMO gap at 9.30 eV. Its SMILES is N#CC1(O)C=CC=C1. For the LUMO energy, the calculation gives -0.194 eV. The value obtained for the molecular weight is 107.1 g/mol. As for the energy above the lowest of the compared OMol25 structures with the same formula, charge and spin: 140.9 kJ/mol.


7.
Formula: C3H2N2O2
Source: OMol25
Level of theory: ωB97M-V/def2-TZVPD

The geometry in ORCA input format:
```
! RIJCOSX wB97M-V def2-TZVPD def2/J DEFGRID3
* xyz 0 1
O -1.78 -1.59 0.51
O 2.58 -0.57 -0.75
N -1.22 0.37 -0.89
N 1.41 0.60 0.91
C -1.40 -0.50 0.22
C -1.06 0.86 0.30
C 1.93 -0.12 0.10
H -1.13 0.64 -1.87
H 0.66 0.31 1.48
*
```

The calculation puts the HOMO-LUMO gap at 9.35 eV. For the LUMO energy, the calculation gives -0.065 eV. The value obtained for the molecular weight is 98.1 g/mol. As for the energy above the lowest of the compared OMol25 structures with the same formula, charge and spin: 380.3 kJ/mol.